Molecular formula: C4H8O2
Method: DFT, ωB97M-V/def2-TZVPD

```
14
C4H8O2, DFT ωB97M-V/def2-TZVPD
C 1.51 0.87 -0.07
C 0.74 -0.29 -0.63
C -0.44 -0.24 -1.25
O -1.20 0.86 -1.50
H 0.93 1.81 -0.07
H 1.81 0.69 0.96
H 2.42 1.07 -0.65
H 1.19 -1.28 -0.53
H -0.93 -1.14 -1.62
H -0.72 1.65 -1.22
C -1.32 -0.99 1.64
O -1.26 -2.16 1.92
H -0.60 -0.25 2.03
H -2.12 -0.58 0.98
```

Summary:
ΔE to the lowest compared entry with this formula, charge and spin   51.7 kcal per mole
SMILES   C/C=C\O.C=O
HOMO   -9.042 eV


Molecular formula: C4H8O2
Method: DFT, ωB97M-V/def2-TZVPD

```
14
C4H8O2, DFT ωB97M-V/def2-TZVPD
C 1.01 -0.11 -0.35
C 0.48 1.11 0.39
C -0.97 0.78 0.84
O -0.95 -0.63 1.06
C -0.58 -1.27 -0.05
O -1.20 -1.09 -1.20
H 1.47 0.14 -1.32
H 1.75 -0.69 0.20
H -0.01 -0.62 -1.16
H 0.48 2.01 -0.24
H 1.09 1.33 1.28
H -1.25 1.25 1.78
H -1.70 1.02 0.06
H -0.18 -2.26 0.20
```

Summary:
ΔE to the lowest compared entry with this formula, charge and spin   99.2 kcal per mole
HOMO   -9.038 eV


Molecular formula: C4H8O2
Method: DFT, ωB97M-V/def2-TZVPD

```
14
C4H8O2, DFT ωB97M-V/def2-TZVPD
C 0.90 1.61 1.54
O 0.93 0.87 0.34
C -0.35 0.46 -0.08
C -0.28 -0.14 -1.48
C -0.43 -1.97 -1.22
O -1.39 -1.02 -1.62
H 0.33 2.55 1.42
H 0.45 1.04 2.37
H 1.93 1.85 1.80
H -1.02 1.33 -0.24
H -0.84 -0.18 0.68
H 0.58 -1.35 -1.40
H -0.48 -2.26 -0.17
H -0.34 -2.79 -1.94
```

Summary:
ΔE to the lowest compared entry with this formula, charge and spin   135.1 kcal per mole
HOMO   -8.532 eV